{"formula": "C26H41N2O5OsPSi2", "method": "the ωB97M-V functional and the def2-TZVPD basis", "elements": ["Os", "C", "Si", "C", "C", "C", "C", "C", "C", "C", "C", "N", "Si", "C", "C", "C", "H", "H", "H", "H", "H", "H", "H", "H", "H", "H", "H", "H", "H", "H", "H", "H", "H", "H", "H", "H", "H", "H", "C", "C", "O", "P", "O", "C", "C", "O", "C", "C", "H", "H", "H", "H", "H", "H", "H", "H", "H", "H", "H", "H", "H", "H", "H", "O", "C", "N", "C", "O", "C", "C", "C", "C", "C", "C", "H", "H", "H", "H"], "positions_angstrom": [[0.196851, 0.276810, -0.352094], [-1.991613, -2.243183, 0.700787], [-0.516783, -2.812870, -0.285590], [-1.001413, -4.212817, -1.412004], [0.962843, -3.392838, 0.693764], [0.107388, -1.355149, -1.485954], [1.567902, -1.467191, -1.767018], [2.382918, -2.211899, -2.592273], [3.738441, -1.899325, -2.592394], [4.223729, -0.859817, -1.809010], [3.346278, -0.153340, -1.006219], [2.057908, -0.486265, -0.984268], [-1.026914, -0.985944, -3.056449], [-2.802823, -0.793977, -2.519034], [-0.811383, -2.375002, -4.281497], [-0.349112, 0.553784, -3.873022], [-2.230463, -3.014142, 1.438102], [-2.862116, -2.139952, 0.052212], [-1.856034, -1.307491, 1.241987], [-1.070325, -5.099315, -0.773470], [-0.261617, -4.426242, -2.183667], [-1.974087, -4.072459, -1.882615], [0.601146, -4.126423, 1.421130], [1.528680, -2.637115, 1.234286], [1.656098, -3.921395, 0.035431], [1.988761, -3.004575, -3.210308], [4.418698, -2.462383, -3.217505], [5.272030, -0.599614, -1.819200], [3.662557, 0.670639, -0.382704], [-3.367919, -1.704612, -2.727902], [-3.272147, 0.012008, -3.087998], [-2.927628, -0.560215, -1.462429], [-1.341755, -3.283728, -4.004558], [0.225430, -2.627453, -4.498943], [-1.247670, -2.012391, -5.217039], [-0.523515, 1.490609, -3.345964], [-0.838983, 0.644266, -4.846147], [0.723991, 0.466940, -4.061301], [-1.344144, 1.785908, 3.183123], [-0.145373, 2.485889, 2.593007], [1.030169, 1.621946, 2.437751], [1.064067, 0.205611, 1.746304], [2.562145, -0.203918, 1.885180], [3.683507, 0.598019, 2.406311], [3.765226, 0.531033, 3.907568], [0.237414, -0.849401, 2.544567], [0.631749, -1.359871, 3.867864], [-0.481806, -2.236208, 4.370605], [-2.120117, 2.532251, 3.357938], [-1.098814, 1.332856, 4.143779], [-1.759001, 1.024722, 2.521987], [0.215138, 3.276452, 3.245689], [-0.358196, 2.929471, 1.619898], [3.559891, 1.618596, 2.047033], [4.554269, 0.148021, 1.936130], [2.916782, 1.026749, 4.376808], [4.671937, 1.044554, 4.229529], [3.828018, -0.500771, 4.251585], [0.801547, -0.501205, 4.518022], [1.566466, -1.903683, 3.738672], [-1.413974, -1.676724, 4.450205], [-0.221416, -2.612703, 5.359490], [-0.634782, -3.088373, 3.710190], [-3.578391, 1.500626, 0.450313], [-2.697019, 2.080974, -0.101752], [-1.423785, 1.516138, -0.430222], [-0.655944, 2.484137, -0.959571], [0.563650, 2.109202, -1.155319], [-1.355389, 3.738887, -1.123726], [-0.992472, 4.965550, -1.650541], [-1.969409, 5.956462, -1.658060], [-3.243952, 5.713122, -1.154438], [-3.600803, 4.471516, -0.619900], [-2.636347, 3.493844, -0.612525], [-0.002114, 5.146492, -2.045557], [-1.737141, 6.931272, -2.063857], [-3.977533, 6.507920, -1.177231], [-4.591366, 4.288690, -0.225935]], "forces_ev_per_a": [[0.2066, -0.0947, -0.5658], [0.0075, 0.0147, 0.0011], [0.0675, 0.0112, -0.0664], [-0.0422, -0.0068, 0.0055], [-0.0502, -0.0649, 0.0083], [0.0354, -0.2527, 0.0083], [-0.0060, 0.1257, 0.1441], [0.0326, -0.0219, 0.0105], [-0.0131, -0.0117, -0.0070], [-0.0085, 0.0084, 0.0190], [0.0304, -0.0394, -0.0025], [-0.0767, -0.0716, -0.1454], [0.0145, 0.0008, -0.0141], [0.0014, -0.0348, -0.0202], [-0.0390, -0.0146, 0.0194], [0.0314, 0.0136, 0.0263], [0.0248, 0.0001, 0.0310], [0.0084, 0.0024, 0.0039], [-0.0274, 0.0228, 0.0368], [-0.0180, -0.0095, -0.0179], [0.0197, -0.0020, 0.0213], [-0.0022, 0.0306, -0.0124], [0.0491, 0.0114, 0.0177], [-0.0204, 0.0463, -0.0131], [-0.0097, -0.0032, -0.0080], [-0.0144, -0.0055, -0.0011], [-0.0014, -0.0017, -0.0004], [-0.0016, 0.0087, 0.0026], [-0.0003, 0.0050, -0.0129], [-0.0037, -0.0035, 0.0232], [0.0001, -0.0143, -0.0225], [0.0150, 0.0549, 0.0004], [0.0061, 0.0065, 0.0109], [0.0204, 0.0426, -0.0038], [-0.0124, -0.0235, -0.0056], [-0.0268, -0.0192, -0.0118], [0.0032, -0.0093, -0.0027], [0.0031, 0.0210, -0.0030], [0.0146, 0.0075, 0.0072], [0.0881, 0.0740, 0.0832], [-0.2148, -0.1720, -0.1302], [0.1264, 0.1764, 0.2791], [0.0202, -0.0298, 0.0351], [-0.0233, 0.0143, -0.0534], [-0.0012, -0.0159, -0.0089], [-0.0312, 0.0309, -0.0285], [-0.0022, -0.0006, 0.0482], [-0.0305, 0.0285, -0.0121], [-0.0104, -0.0082, 0.0006], [-0.0001, -0.0011, -0.0045], [0.0114, 0.0008, -0.0066], [-0.0055, 0.0049, -0.0039], [0.0038, -0.0121, -0.0018], [0.0165, 0.0022, 0.0114], [0.0128, 0.0088, -0.0022], [-0.0228, -0.0124, 0.0090], [-0.0045, 0.0045, -0.0021], [-0.0056, -0.0007, -0.0025], [0.0042, 0.0020, -0.0024], [-0.0023, -0.0064, -0.0007], [0.0179, -0.0156, 0.0057], [0.0012, -0.0046, 0.0032], [-0.0002, -0.0146, -0.0079], [0.0336, 0.0149, 0.0348], [-0.0837, -0.0783, -0.1914], [-0.1143, 0.1692, 0.2256], [0.0269, -0.0646, 0.1267], [-0.0302, 0.1383, 0.1167], [0.0083, 0.0260, -0.0460], [0.0072, -0.0092, -0.0108], [0.0080, -0.0012, -0.0012], [-0.0124, -0.0047, -0.0045], [-0.0069, 0.0103, 0.0234], [-0.0035, 0.0173, 0.0575], [-0.0001, -0.0002, 0.0007], [-0.0008, 0.0018, 0.0027], [0.0012, 0.0007, -0.0020], [0.0009, -0.0029, -0.0008]], "largest_force_ev_per_a": 0.6, "total_energy_ev": -68346.2101, "total_charge": 2, "e_above_lowest_kcal_mol": 0.0, "multiplicity": 1, "homo_ev": -14.96, "e_lumo_ev": -7.4}